1) This record from OMol25 describes one molecule with the formula C4H7NO. The level of theory is ωB97M-V with the def2-TZVPD basis set.

Its LUMO energy is 0.6 eV. As for the HOMO-LUMO gap: 9.26 eV. For the HOMO energy, the calculation gives -8.6 eV.

Positions of all 13 atoms, in Å:
1 C -0.990 -1.209 -0.355
2 C 0.500 -1.328 -0.173
3 C 0.516 1.279 -0.706
4 N 0.404 1.447 0.723
5 C 0.553 0.445 1.465
6 O 0.921 -0.805 0.990
7 H -1.300 -2.221 -0.054
8 H -1.548 -0.479 0.247
9 H -1.257 -1.120 -1.413
10 H 0.879 0.275 -1.021
11 H 1.234 1.997 -1.104
12 H -0.460 1.437 -1.177
13 H 0.563 0.498 2.552

---

2) This record from OMol25 describes a 2-piece molecular cluster, C4H7NO overall. The level of theory is ωB97M-V with the def2-TZVPD basis set.

Its LUMO energy is 0.7 eV. As for the HOMO-LUMO gap: 11.38 eV. For the HOMO energy, the calculation gives -10.7 eV. Its SMILES is C=CCC#N.O.

Positions of all 13 atoms, in Å:
1 C 0.915 0.664 -0.367
2 C -0.135 -0.067 -0.728
3 C -1.407 -0.139 0.089
4 C -2.418 0.778 -0.458
5 N -3.184 1.519 -0.907
6 H 1.799 0.727 -0.996
7 H 0.937 1.223 0.566
8 H -0.130 -0.616 -1.669
9 H -1.211 0.139 1.130
10 H -1.825 -1.153 0.093
11 O 2.349 -1.145 1.421
12 H 3.084 -1.087 0.800
13 H 1.575 -1.206 0.846

---

Q: Which of them is the least stable? A: 1).

---

1) This record from OMol25 describes a 2-piece molecular cluster, C6H10O3 overall. The level of theory is ωB97M-V with the def2-TZVPD basis set.

Its LUMO energy is 0.8 eV. As for the HOMO-LUMO gap: 11.02 eV. For the HOMO energy, the calculation gives -10.3 eV. Its SMILES is O=CO[C@@]12CC[C@@H]1C2.O.

Positions of all 19 atoms, in Å:
1 O 7.086 -0.716 0.785
2 C 6.718 -1.642 0.117
3 O 5.536 -1.599 -0.587
4 C 4.953 -2.767 -1.095
5 C 3.625 -3.267 -0.546
6 C 3.191 -3.585 -2.010
7 C 4.524 -3.029 -2.517
8 C 5.672 -3.793 -1.902
9 H 7.129 -2.667 0.184
10 H 3.678 -4.101 0.168
11 H 3.028 -2.454 -0.117
12 H 2.325 -2.994 -2.329
13 H 3.012 -4.645 -2.238
14 H 4.673 -2.420 -3.408
15 H 6.654 -3.490 -2.267
16 H 5.574 -4.855 -1.659
17 O 4.659 0.603 -2.046
18 H 4.769 -0.098 -1.344
19 H 4.177 0.156 -2.748

---

2) This record from OMol25 describes one molecule with the formula C6H10O3. The level of theory is ωB97M-V with the def2-TZVPD basis set.

Its LUMO energy (spin up / spin down) is -1.3 / -1.3 eV. As for the HOMO-LUMO gap (spin up / spin down): 7.19 / 7.19 eV. For the HOMO energy (spin up / spin down), the calculation gives -8.5 / -8.5 eV.

Positions of all 19 atoms, in Å:
1 C -1.853 0.197 -0.254
2 C -1.046 -0.940 -0.407
3 C -3.258 0.297 -0.674
4 O 0.088 -0.436 -1.100
5 H -1.349 1.083 0.119
6 H -0.417 -1.476 0.579
7 H -1.487 -1.811 -0.894
8 H -3.295 0.845 -1.625
9 H -3.717 -0.679 -0.831
10 H -3.840 0.888 0.037
11 C 3.045 0.739 1.031
12 C 1.646 0.679 0.479
13 C 1.323 -0.653 -0.251
14 O 0.810 1.526 0.708
15 O 1.104 -1.599 0.647
16 H 2.068 -0.888 -1.033
17 H 3.275 -0.192 1.552
18 H 3.151 1.582 1.712
19 H 3.752 0.837 0.202

---

Q: Which of them is the least stable? A: 2).

---

1) This record from OMol25 describes one molecule with the formula C4H10O2. The level of theory is ωB97M-V with the def2-TZVPD basis set.

Its LUMO energy is 1.0 eV. As for the HOMO-LUMO gap: 11.08 eV. For the HOMO energy, the calculation gives -10.1 eV. Its SMILES is CO[C@@H](C)CO.

Positions of all 16 atoms, in Å:
1 C 1.827 0.901 0.266
2 O 0.467 0.723 0.581
3 C -0.220 -0.183 -0.276
4 C 0.051 -1.630 0.111
5 C -1.689 0.188 -0.137
6 O -1.916 1.520 -0.529
7 H 2.346 -0.056 0.121
8 H 1.955 1.507 -0.643
9 H 2.291 1.418 1.109
10 H 0.084 0.004 -1.319
11 H 1.119 -1.866 0.063
12 H -0.471 -2.315 -0.565
13 H -0.293 -1.816 1.134
14 H -2.305 -0.452 -0.775
15 H -1.990 0.018 0.911
16 H -1.254 2.039 -0.050

---

2) This record from OMol25 describes one molecule with the formula C4H10O2. The level of theory is ωB97M-V with the def2-TZVPD basis set.

Its LUMO energy is 0.8 eV. As for the HOMO-LUMO gap: 11.09 eV. For the HOMO energy, the calculation gives -10.3 eV. Its SMILES is C[C@@H](O)CCO.

Positions of all 16 atoms, in Å:
1 C 1.245 -1.508 0.955
2 C 0.636 -0.632 -0.116
3 O -0.092 -1.421 -1.063
4 C -0.342 0.394 0.481
5 C -0.863 1.334 -0.578
6 O -1.871 2.188 0.025
7 H 1.695 -2.416 0.583
8 H 1.997 -0.920 1.494
9 H 0.521 -1.763 1.738
10 H 1.428 -0.087 -0.638
11 H 0.340 -1.330 -1.914
12 H 0.138 1.042 1.217
13 H -1.124 -0.227 0.928
14 H -1.307 0.789 -1.415
15 H -0.066 1.977 -0.977
16 H -2.334 2.580 -0.719

---

Q: Which of them is the least stable? A: 1).

---

1) This record from OMol25 describes a 2-piece molecular cluster, C4H10O2 overall. The level of theory is ωB97M-V with the def2-TZVPD basis set.

Its LUMO energy is 0.5 eV. As for the HOMO-LUMO gap: 10.65 eV. For the HOMO energy, the calculation gives -10.1 eV. Its SMILES is CC=O.CCO.

Positions of all 16 atoms, in Å:
1 C 1.758 -2.172 0.801
2 C 1.937 -1.206 1.924
3 O 2.583 -1.463 2.906
4 H 0.825 -2.729 0.883
5 H 2.497 -2.976 0.896
6 H 1.874 -1.744 -0.193
7 H 1.410 -0.240 1.908
8 C -0.740 1.724 -1.591
9 C -1.814 1.502 -0.536
10 O -2.774 0.528 -0.929
11 H -0.530 0.841 -2.194
12 H -0.988 2.559 -2.240
13 H 0.204 2.032 -1.115
14 H -2.370 2.432 -0.386
15 H -1.376 1.230 0.436
16 H -2.494 -0.317 -0.570

---

2) This record from OMol25 describes one molecule with the formula C4H10O2. The level of theory is ωB97M-V with the def2-TZVPD basis set.

Its LUMO energy is 1.1 eV. As for the HOMO-LUMO gap: 11.12 eV. For the HOMO energy, the calculation gives -10.1 eV. Its SMILES is CCOCCO.

Positions of all 16 atoms, in Å:
1 C 2.017 -0.354 1.477
2 C 0.878 -0.898 0.637
3 O 0.184 0.174 0.036
4 C -1.006 -0.255 -0.586
5 C -1.792 0.966 -1.016
6 O -1.211 1.639 -2.111
7 H 2.782 0.123 0.856
8 H 2.486 -1.168 2.040
9 H 1.636 0.387 2.186
10 H 0.179 -1.468 1.272
11 H 1.250 -1.593 -0.134
12 H -1.603 -0.858 0.120
13 H -0.781 -0.883 -1.463
14 H -1.903 1.631 -0.146
15 H -2.792 0.654 -1.334
16 H -0.324 1.903 -1.836

---

3) This record from OMol25 describes a 2-piece molecular cluster, C4H10O2 overall. The level of theory is ωB97M-V with the def2-TZVPD basis set.

Its LUMO energy is -0.2 eV. As for the HOMO-LUMO gap: 8.36 eV. For the HOMO energy, the calculation gives -8.5 eV.

Positions of all 16 atoms, in Å:
1 C 0.965 0.041 1.408
2 C 0.263 -0.147 0.116
3 C -0.566 -1.364 -0.089
4 O -1.588 1.171 0.143
5 C 0.646 0.650 -1.060
6 O -0.243 0.808 -2.005
7 H 1.870 0.644 1.284
8 H 0.275 0.606 2.047
9 H 1.197 -0.905 1.907
10 H 0.096 -2.240 -0.078
11 H -1.274 -1.491 0.735
12 H -1.079 -1.296 -1.050
13 H -2.399 0.645 0.117
14 H 1.237 1.537 -0.729
15 H 1.492 -0.134 -1.240
16 H -1.297 1.215 -0.835

---

4) This record from OMol25 describes a 2-piece molecular cluster, C4H10O2 overall. The level of theory is ωB97M-V with the def2-TZVPD basis set.

Its LUMO energy is 0.6 eV. As for the HOMO-LUMO gap: 9.58 eV. For the HOMO energy, the calculation gives -8.9 eV. Its SMILES is CC(=O)CO.C.

Positions of all 16 atoms, in Å:
1 C -1.161 -0.324 -1.115
2 C -0.786 -0.112 0.330
3 O -1.625 0.028 1.215
4 C 0.531 -1.181 0.750
5 O 1.573 -1.311 -0.181
6 H -1.578 0.604 -1.512
7 H -0.320 -0.599 -1.751
8 H -1.938 -1.090 -1.175
9 H 0.937 -0.909 1.728
10 H -0.031 -2.109 0.875
11 H 1.707 -2.239 -0.419
12 C 0.482 1.883 0.224
13 H 0.552 0.698 0.690
14 H 0.709 2.514 1.083
15 H 1.329 1.833 -0.463
16 H -0.381 2.316 -0.279

---

Q: Which of them is the least stable? A: 4).

---

1) This record from OMol25 describes a 2-piece molecular cluster, C4H10O2 overall. The level of theory is ωB97M-V with the def2-TZVPD basis set.

Its LUMO energy is 0.8 eV. As for the HOMO-LUMO gap: 9.75 eV. For the HOMO energy, the calculation gives -8.9 eV. Its SMILES is C=C(O)OC.C.

Positions of all 16 atoms, in Å:
1 C 1.837 1.116 0.692
2 C 1.078 0.395 -0.118
3 O 1.554 -0.673 -0.806
4 O -0.260 0.636 -0.335
5 C -0.536 1.708 -1.216
6 H 2.869 0.861 0.841
7 H 1.434 1.962 1.212
8 H 0.803 -1.153 -1.180
9 H -1.618 1.735 -1.331
10 H -0.067 1.551 -2.193
11 H -0.187 2.659 -0.804
12 C -1.382 -2.160 1.042
13 H -1.406 -3.044 0.419
14 H -1.957 -2.351 1.946
15 H -1.803 -1.310 0.513
16 H -0.359 -1.934 1.317

---

2) This record from OMol25 describes one molecule with the formula C4H10O2. The level of theory is ωB97M-V with the def2-TZVPD basis set.

Its LUMO energy is 0.9 eV. As for the HOMO-LUMO gap: 10.32 eV. For the HOMO energy, the calculation gives -9.4 eV. Its SMILES is COCCCO.

Positions of all 16 atoms, in Å:
1 C 1.988 0.745 -0.863
2 O 0.640 0.348 -0.790
3 C 0.438 -0.798 0.028
4 C -1.056 -1.033 0.169
5 C -1.682 0.018 0.966
6 O -1.603 1.471 0.265
7 H 2.615 -0.050 -1.293
8 H 2.036 1.621 -1.513
9 H 2.382 1.005 0.131
10 H 0.898 -0.635 1.019
11 H 0.930 -1.668 -0.436
12 H -1.506 -1.142 -0.822
13 H -1.219 -1.969 0.716
14 H -2.761 0.505 0.743
15 H -1.297 0.186 1.967
16 H -0.804 1.396 -0.287

---

3) This record from OMol25 describes C4H10O2 as an isolated structure. The level of theory is ωB97M-V with the def2-TZVPD basis set.

Its LUMO energy is -1.9 eV. As for the HOMO-LUMO gap: 5.42 eV. For the HOMO energy, the calculation gives -7.4 eV.

Positions of all 16 atoms, in Å:
1 C -1.652 -1.141 -0.775
2 O -2.836 -1.622 -0.453
3 C -0.682 -0.310 0.600
4 C 0.430 0.298 -0.130
5 C 1.449 1.130 0.595
6 O 2.528 1.858 0.016
7 H -1.019 -1.323 0.798
8 H -1.386 -0.873 -1.878
9 H 3.003 1.099 1.601
10 H -1.012 -0.073 1.640
11 H -0.842 -2.008 -0.734
12 H 0.394 -0.873 -0.300
13 H 0.595 -0.293 -1.383
14 H 1.173 1.574 1.684
15 H 1.451 0.019 0.389
16 H 3.144 1.282 -0.458

---

Q: Which of them is the least stable? A: 3).

---

1) This record from OMol25 describes a 2-piece molecular cluster, C2H10NS2 overall. The level of theory is ωB97M-V with the def2-TZVPD basis set.

Its LUMO energy is -3.9 eV. As for the HOMO-LUMO gap: 8.26 eV. For the HOMO energy, the calculation gives -12.1 eV. As for the total charge: +1.

Positions of all 15 atoms, in Å:
1 C -2.661 -1.403 0.626
2 N -1.535 -1.167 1.752
3 H -3.456 -2.033 0.957
4 H -3.086 -0.422 0.358
5 H -2.137 -1.850 -0.275
6 H -1.342 -2.200 2.009
7 H -1.508 -0.576 2.624
8 H -0.522 -1.091 1.414
9 C 2.589 0.024 -0.857
10 S 0.835 -0.318 -0.444
11 S 0.121 1.741 -0.512
12 H 2.715 0.260 -1.933
13 H 3.198 -0.901 -0.646
14 H 3.042 0.897 -0.333
15 H -1.028 1.588 0.243

---

2) This record from OMol25 describes a 2-piece molecular cluster, C2H10NS2 overall. The level of theory is ωB97M-V with the def2-TZVPD basis set.

Its LUMO energy is -3.4 eV. As for the HOMO-LUMO gap: 9.92 eV. For the HOMO energy, the calculation gives -13.3 eV. As for the total charge: +1.

Positions of all 15 atoms, in Å:
1 C -2.396 0.297 -0.325
2 N -1.579 0.196 0.868
3 H -3.456 0.411 -0.107
4 H -2.143 -0.593 -0.890
5 H -2.306 1.285 -0.849
6 H -1.790 0.941 1.529
7 H -1.780 -0.707 1.290
8 H -0.546 0.272 0.581
9 C 2.421 -0.996 -0.971
10 S 1.277 0.302 -0.556
11 S 1.712 0.564 1.497
12 H 2.358 -1.921 -0.383
13 H 2.265 -1.145 -2.065
14 H 3.575 -0.642 -0.980
15 H 2.387 1.736 1.361

---

3) This record from OMol25 describes a 2-piece molecular cluster, C2H10NS2 overall. The level of theory is ωB97M-V with the def2-TZVPD basis set.

Its LUMO energy is -3.5 eV. As for the HOMO-LUMO gap: 9.57 eV. For the HOMO energy, the calculation gives -13.1 eV. As for the total charge: +1.

Positions of all 15 atoms, in Å:
1 C 0.910 0.047 0.474
2 C 0.481 1.379 -0.219
3 S 1.942 2.138 -0.989
4 N -0.229 -0.561 1.241
5 H 1.736 0.241 1.229
6 H 1.167 -0.674 -0.280
7 H 0.152 2.078 0.575
8 H -0.321 1.216 -0.960
9 H 2.042 1.302 -2.019
10 H 0.060 -1.245 1.928
11 H -0.880 -1.050 0.580
12 H -0.795 0.104 1.727
13 S -2.574 -1.321 -0.861
14 H -2.244 -2.649 -0.899
15 H -1.448 -1.005 -1.527

---

Q: Which of them is the least stable? A: 1).